Entry 1:
Molecular formula: C45H41CaN7O3PSe
Method: DFT, ωB97M-V/def2-TZVPD

Last column: Löwdin charge in e.
Positions of all 99 atoms, in Å:
Se (-0.566, 1.159, -2.917)  1.12
Ca (-0.162, -0.146, 0.075)  1.29
P (-0.477, -2.793, -2.367)  1.07
O (-1.265, -1.981, 1.027)  -0.09
O (0.740, -2.228, 0.142)  -0.22
O (5.369, 2.430, -4.286)  0.08
N (2.096, 0.198, -1.920)  0.03
N (1.676, 0.526, 1.605)  0.04
N (-0.869, 1.602, 1.579)  0.06
N (-2.036, 2.112, -3.282)  -0.19
N (4.408, 3.810, -2.772)  -0.05
N (-2.620, 0.484, -0.214)  0.04
N (-0.165, 2.158, -1.444)  -0.23
C (2.540, 4.849, -1.498)  -0.07
C (-0.325, 2.991, 3.429)  0.01
C (-3.163, 4.987, -1.392)  -0.06
C (2.910, 0.036, 1.547)  -0.11
C (-2.518, -5.364, -4.850)  -0.07
C (-1.112, 4.127, -0.373)  -0.04
C (-2.152, 1.961, 1.663)  -0.20
C (1.467, 1.680, 2.249)  -0.21
C (-2.580, 2.848, 2.648)  0.01
C (-2.453, -2.651, -4.286)  -0.12
C (-2.114, 5.029, -0.396)  -0.05
C (3.142, -4.785, -2.269)  -0.08
C (1.613, -3.342, -4.067)  -0.10
C (2.692, 1.282, -2.423)  -0.13
C (0.040, 2.115, 2.416)  -0.20
C (-3.339, -3.138, -5.240)  -0.08
C (-3.452, -0.086, -1.077)  -0.12
C (2.854, -3.824, -4.448)  -0.08
C (3.838, 4.058, -1.453)  -0.21
C (-0.980, -3.579, -0.760)  -0.22
C (2.876, -0.849, -1.634)  -0.15
C (-3.106, 1.376, 0.662)  -0.20
C (1.117, -3.577, -2.783)  -0.39
C (-4.803, 0.214, -1.147)  -0.02
C (4.847, 0.265, -2.383)  0.02
C (-3.372, -4.494, -5.520)  -0.08
C (-0.474, -2.597, 0.279)  -0.79
C (1.897, -4.301, -1.887)  -0.10
C (-1.086, 3.093, -1.376)  -0.40
C (3.802, 1.924, 2.684)  -0.04
C (-5.303, 1.157, -0.270)  -0.03
C (-1.598, -3.513, -3.605)  -0.39
C (-4.446, 1.742, 0.649)  0.01
C (4.091, 5.351, -4.693)  -0.07
C (-1.636, -4.876, -3.902)  -0.08
C (-3.179, 4.047, -2.357)  -0.01
C (4.245, -0.863, -1.856)  -0.02
C (4.945, 4.964, -3.498)  -0.20
C (4.007, 0.698, 2.078)  -0.03
C (2.511, 2.423, 2.782)  0.00
C (3.624, -4.547, -3.547)  -0.08
C (-2.126, 3.063, -2.386)  -0.39
C (-1.656, 3.354, 3.541)  -0.02
C (4.055, 1.375, -2.650)  -0.11
C (4.669, 2.584, -3.299)  -0.42
H (-4.833, 2.473, 1.341)  0.11
H (-3.936, 5.743, -1.353)  0.11
H (1.022, -2.779, -4.782)  0.11
H (-2.540, -6.423, -5.073)  0.11
H (5.906, 0.298, -2.601)  0.13
H (-3.010, -0.812, -1.752)  0.09
H (3.006, -0.924, 1.055)  0.11
H (4.594, -4.926, -3.844)  0.11
H (2.684, 5.830, -1.951)  0.07
H (4.991, 0.258, 2.004)  0.12
H (-0.544, -4.570, -0.629)  0.09
H (5.017, 5.786, -2.783)  0.12
H (-2.146, 5.820, 0.343)  0.11
H (4.813, -1.755, -1.629)  0.11
H (-3.945, 4.007, -3.120)  0.12
H (-6.349, 1.434, -0.289)  0.12
H (-2.423, -1.586, -4.080)  0.08
H (3.685, 3.105, -0.949)  0.10
H (3.078, 5.621, -4.389)  0.07
H (0.403, 3.363, 4.135)  0.11
H (2.059, 2.128, -2.654)  0.07
H (-3.615, 3.138, 2.732)  0.11
H (2.328, 3.375, 3.259)  0.11
H (-0.322, 4.157, 0.366)  0.11
H (-4.056, -4.877, -6.266)  0.11
H (4.034, 4.523, -5.398)  0.08
H (5.955, 4.719, -3.826)  0.12
H (-3.993, -2.455, -5.767)  0.11
H (-2.066, -3.650, -0.723)  0.09
H (4.583, 4.602, -0.863)  0.12
H (-0.962, -5.556, -3.393)  0.11
H (4.528, 6.205, -5.211)  0.08
H (-1.972, 4.025, 4.328)  0.12
H (3.733, -5.352, -1.560)  0.11
H (2.159, 5.006, -0.487)  0.07
H (1.557, -4.470, -0.874)  0.09
H (1.776, 4.321, -2.071)  0.06
H (4.632, 2.486, 3.089)  0.12
H (3.220, -3.634, -5.449)  0.11
H (2.378, -1.722, -1.232)  0.07
H (-5.427, -0.284, -1.875)  0.12

Results
Total charge: +1
Relative energy (zero: lowest compared OMol25 entry of this formula, charge and spin): 0.5077 eV
Strongest force on any atom: 0.753 eV Å⁻¹
Energy: -5768.841370 Eh
Gap between HOMO and LUMO: 6.9258 eV

=====

Entry 2:
Molecular formula: C42H54Br2F4N4OPTi
Method: DFT, ωB97M-V/def2-TZVPD

Last column: Löwdin charge in e.
Positions of all 109 atoms, in Å:
Br (-2.249, -2.441, -1.030)  0.97
Br (1.392, 2.207, -1.204)  0.98
Ti (0.455, -0.292, 0.538)  1.09
P (-1.895, 1.945, -2.202)  1.13
F (-2.209, 3.191, -4.934)  0.14
F (2.143, 4.727, -5.582)  0.19
F (2.899, 3.674, -3.225)  0.11
F (-0.413, 4.465, -6.432)  0.19
O (0.450, -1.121, -0.962)  -0.27
N (-1.118, 1.084, 0.688)  -0.21
N (-0.644, -1.559, 1.827)  -0.12
N (2.076, -1.632, 1.061)  -0.12
N (1.317, 1.021, 2.096)  -0.12
C (3.262, -1.153, 1.834)  -0.16
C (-4.609, 5.549, -1.304)  -0.04
C (-2.606, 0.000, 2.430)  -0.12
C (-4.321, 3.440, -2.434)  -0.07
C (0.090, -3.925, -4.060)  -0.12
C (-0.047, 3.954, -5.279)  -0.11
C (-2.659, -0.788, -5.149)  -0.06
C (2.054, 0.574, 3.340)  -0.13
C (-3.319, 5.455, -0.794)  -0.06
C (1.195, -5.297, -5.878)  -0.05
C (-0.694, -6.244, -4.556)  -0.03
C (-3.034, 3.334, -1.917)  -0.36
C (0.268, 2.015, 2.531)  -0.14
C (1.538, -2.306, -2.856)  -0.05
C (-0.967, -3.619, -3.198)  -0.06
C (-0.112, -4.958, -5.163)  -0.55
C (-1.499, -0.947, 2.901)  -0.14
C (1.643, 3.544, -3.626)  -0.26
C (-1.107, -4.380, -6.182)  -0.03
C (0.270, -2.567, 2.465)  -0.13
C (3.345, -1.232, -4.228)  -0.02
C (-2.047, 0.193, -4.383)  -0.09
C (0.446, -2.031, -2.023)  -0.24
C (3.003, -1.804, -2.839)  -0.50
C (-4.559, -0.759, -3.677)  -0.06
C (1.431, -2.889, 1.551)  -0.12
C (-3.946, 0.217, -2.907)  -0.14
C (-5.103, 4.545, -2.123)  -0.04
C (-3.919, -1.258, -4.803)  -0.05
C (-2.695, 0.719, -3.267)  -0.37
C (-0.965, 3.279, -4.486)  -0.21
C (0.702, 2.871, -2.872)  -0.48
C (-0.777, -2.703, -2.200)  -0.52
C (1.263, 4.091, -4.846)  -0.12
C (3.907, -3.018, -2.551)  -0.02
C (-2.479, 0.580, 1.032)  -0.19
C (3.361, -0.709, -1.818)  -0.06
C (1.288, -3.268, -3.850)  0.04
C (-0.623, 2.716, -3.263)  -0.30
C (-2.542, 4.349, -1.092)  -0.11
C (2.950, -0.666, 3.228)  -0.13
C (-0.734, 2.318, 1.435)  -0.19
H (1.606, -4.441, -6.418)  0.09
H (-0.809, -0.454, 3.585)  0.10
H (2.113, -3.528, -4.493)  0.10
H (-1.215, 1.333, -0.355)  -0.03
H (-0.299, -3.467, 2.701)  0.16
H (-3.566, -0.516, 2.466)  0.14
H (-0.728, -3.456, -6.625)  0.09
H (-4.709, 2.690, -3.110)  0.10
H (3.980, -1.974, 1.883)  0.15
H (2.504, -0.156, -1.453)  -0.02
H (-1.699, -6.097, -4.158)  0.08
H (-6.098, 4.626, -2.539)  0.12
H (-5.222, 6.409, -1.074)  0.12
H (-2.077, -4.173, -5.726)  0.08
H (-1.071, 0.560, -4.679)  0.11
H (-0.059, -6.633, -3.758)  0.10
H (1.008, -6.078, -6.613)  0.10
H (2.769, -0.325, -4.426)  0.10
H (3.867, -3.764, -3.343)  0.09
H (-0.764, -7.009, -5.329)  0.10
H (4.943, -2.692, -2.458)  0.10
H (-1.934, -1.778, 3.457)  0.15
H (1.286, 0.406, 4.094)  0.12
H (2.629, 1.436, 3.679)  0.14
H (2.003, 1.556, 1.556)  0.11
H (-4.408, -2.002, -5.419)  0.12
H (2.450, -1.860, 0.140)  0.09
H (-2.731, -0.149, 0.264)  0.05
H (1.953, -5.676, -5.189)  0.10
H (-3.170, 1.418, 0.913)  0.14
H (-0.228, 1.573, 3.392)  0.11
H (2.159, -3.518, 2.066)  0.15
H (-4.460, 0.598, -2.030)  0.11
H (0.753, 2.929, 2.877)  0.15
H (3.906, -0.435, 3.699)  0.14
H (-5.542, -1.121, -3.406)  0.12
H (-2.685, 0.804, 3.165)  0.13
H (-1.626, 2.764, 1.877)  0.15
H (-2.921, 6.249, -0.176)  0.12
H (4.403, -0.972, -4.254)  0.10
H (-1.524, 4.298, -0.715)  0.09
H (4.016, 0.033, -2.274)  0.10
H (0.604, -2.135, 3.406)  0.12
H (-0.339, 3.032, 0.718)  0.06
H (3.933, -1.117, -0.980)  0.07
H (-2.162, -1.167, -6.031)  0.11
H (1.078, -3.436, 0.674)  0.14
H (3.620, -3.518, -1.619)  0.09
H (-1.265, -5.098, -6.987)  0.10
H (-1.256, -2.067, 1.175)  0.03
H (3.161, -1.931, -5.040)  0.09
H (2.538, -1.483, 3.820)  0.11
H (3.724, -0.368, 1.231)  0.13
H (-1.927, -4.104, -3.300)  0.12

Results
Total charge: +3
Relative energy (zero: lowest compared OMol25 entry of this formula, charge and spin): 0.6129 eV
Strongest force on any atom: 0.564 eV Å⁻¹
Energy: -8664.558958 Eh
Gap between HOMO and LUMO: 5.0948 eV

=====

Entry 3:
Molecular formula: C33H96F3N8O11S
Method: DFT, ωB97M-V/def2-TZVPD

Last column: Löwdin charge in e.
Positions of all 152 atoms, in Å:
S (-2.363, -11.728, -4.753)  0.49
F (-3.473, -10.146, -6.613)  0.09
F (-4.401, -12.242, -6.493)  0.10
F (-4.778, -10.693, -4.939)  0.12
O (-10.691, -7.988, -7.716)  -0.19
O (2.788, -6.988, -6.050)  -0.22
O (1.576, -5.741, -1.429)  -0.17
O (-1.327, -11.924, -5.817)  -0.40
O (0.353, -16.286, -3.690)  -0.20
O (-2.774, -12.988, -4.133)  -0.40
O (-5.813, -9.705, 1.288)  -0.20
O (-9.351, -13.742, -0.425)  -0.19
O (-5.736, -17.563, 0.309)  -0.20
O (6.282, -13.821, -5.750)  -0.19
O (-2.066, -10.678, -3.756)  -0.39
N (-6.908, -20.222, 0.092)  0.26
N (-7.941, -7.929, 2.168)  0.25
N (1.179, -8.545, -0.890)  0.24
N (-2.102, -17.324, -4.211)  0.25
N (-11.289, -15.911, 1.831)  0.24
N (-13.342, -8.032, -8.733)  0.23
N (3.374, -12.884, -6.120)  0.25
N (5.487, -6.915, -6.495)  0.24
C (1.964, -7.667, 1.306)  -0.02
C (-9.745, -15.024, -0.025)  -0.20
C (-1.512, -19.634, -3.583)  -0.03
C (-4.616, -10.372, 0.934)  -0.09
C (6.314, -14.670, -4.595)  -0.09
C (-13.074, -5.761, -9.788)  0.00
C (-11.330, -6.740, -7.970)  -0.17
C (2.912, -14.807, -7.624)  -0.03
C (3.810, -14.267, -6.494)  -0.29
C (3.150, -5.967, -6.947)  -0.17
C (0.227, -15.553, -2.535)  -0.13
C (-9.717, -7.965, -6.650)  -0.08
C (-6.431, -8.889, 0.307)  -0.19
C (5.375, -14.223, -6.829)  -0.12
C (0.884, -7.481, 0.223)  -0.25
C (-12.321, -6.995, -9.132)  -0.27
C (-8.902, -13.723, -1.773)  -0.08
C (0.246, -17.743, -3.544)  -0.11
C (-8.978, -15.276, 2.487)  0.00
C (-4.984, -18.675, 0.813)  -0.20
C (-8.403, -7.266, -0.204)  -0.02
C (-5.928, -19.741, 1.214)  -0.27
C (-3.891, -11.173, -5.796)  -0.59
C (4.648, -5.665, -6.692)  -0.29
C (-4.891, -16.455, 0.020)  -0.09
C (0.812, -6.040, -0.287)  -0.20
C (-1.211, -18.154, -3.264)  -0.29
C (5.356, -4.734, -7.710)  0.00
C (2.949, -5.252, -1.159)  -0.04
C (-10.155, -14.980, 1.495)  -0.27
C (-5.110, -20.935, 1.717)  -0.03
C (-7.850, -8.419, 0.686)  -0.23
C (1.595, -7.692, -6.417)  -0.07
H (1.329, -8.506, -5.743)  0.08
H (1.032, -9.455, -0.477)  0.16
H (-8.940, -7.206, -6.739)  0.09
H (-0.653, -15.785, -1.935)  0.09
H (2.497, -5.100, -6.858)  0.15
H (-12.102, -15.467, 1.428)  0.18
H (-9.454, -6.979, -0.174)  0.09
H (-9.170, -8.878, -6.887)  0.09
H (5.366, -14.760, -4.064)  0.06
H (-4.523, -20.768, 2.620)  0.11
H (-10.556, -15.207, -0.731)  0.13
H (0.673, -18.020, -2.580)  0.14
H (-7.225, -19.475, -0.510)  0.15
H (5.663, -15.160, -7.305)  0.14
H (2.906, -7.883, 0.802)  0.08
H (-7.948, -8.730, 2.784)  0.16
H (-8.702, -16.324, 2.370)  0.09
H (-8.338, -12.840, -2.076)  0.09
H (2.378, -12.917, -5.959)  0.17
H (-8.168, -14.618, 2.170)  0.09
H (-1.453, -17.977, -2.216)  0.14
H (1.939, -15.147, -7.271)  0.08
H (5.641, -13.426, -7.524)  0.13
H (-0.179, -5.800, -0.673)  0.13
H (2.216, -6.914, 2.053)  0.11
H (6.460, -6.700, -6.333)  0.18
H (3.710, -15.016, -5.708)  0.14
H (-11.237, -16.143, 2.812)  0.17
H (4.749, -5.185, -5.719)  0.15
H (2.979, -6.337, -7.958)  0.13
H (1.103, -15.700, -1.904)  0.10
H (-5.752, -21.679, 2.189)  0.10
H (-2.077, -16.340, -3.985)  0.15
H (-2.437, -20.003, -3.140)  0.08
H (-12.411, -4.897, -9.838)  0.10
H (-14.082, -8.225, -9.393)  0.18
H (-8.004, -6.312, 0.139)  0.09
H (-4.255, -18.252, 1.504)  0.15
H (-10.683, -5.881, -8.144)  0.14
H (-7.690, -20.737, 0.470)  0.18
H (-4.611, -16.019, 0.979)  0.10
H (-8.800, -7.419, 2.316)  0.17
H (-4.409, -21.335, 0.984)  0.10
H (-13.454, -6.001, -10.782)  0.09
H (-4.776, -11.133, 0.170)  0.09
H (7.020, -14.417, -3.804)  0.11
H (3.211, -15.808, -7.935)  0.10
H (-7.194, -7.331, 2.489)  0.17
H (2.981, -4.431, -0.442)  0.10
H (-6.340, -9.283, -0.705)  0.14
H (3.623, -5.998, -0.737)  0.07
H (6.427, -15.695, -4.948)  0.10
H (-10.580, -13.978, 1.559)  0.16
H (3.941, -12.733, -5.298)  0.16
H (-4.302, -19.039, 0.045)  0.13
H (1.787, -8.633, 1.779)  0.09
H (-3.074, -17.572, -4.097)  0.16
H (4.804, -3.811, -7.889)  0.11
H (0.685, -18.253, -4.401)  0.15
H (-10.079, -7.844, -5.629)  0.09
H (-0.833, -20.370, -3.150)  0.11
H (-13.795, -7.878, -7.844)  0.17
H (0.464, -8.463, -1.599)  0.17
H (5.494, -5.244, -8.663)  0.10
H (0.898, -5.337, 0.542)  0.15
H (-8.475, -9.313, 0.694)  0.15
H (3.481, -4.954, -2.063)  0.09
H (0.695, -7.112, -6.622)  0.10
H (-3.864, -9.665, 0.583)  0.09
H (-11.894, -6.442, -7.086)  0.13
H (3.600, -12.195, -6.823)  0.17
H (-11.236, -16.831, 1.417)  0.17
H (0.319, -14.515, -2.855)  0.10
H (5.037, -7.479, -5.788)  0.15
H (-9.326, -14.939, 3.463)  0.10
H (-11.853, -7.420, -10.020)  0.15
H (6.348, -4.564, -7.290)  0.09
H (5.364, -7.402, -7.372)  0.17
H (1.869, -8.248, -7.313)  0.09
H (-6.431, -20.797, -0.588)  0.17
H (-5.429, -15.660, -0.496)  0.09
H (-4.048, -16.640, -0.646)  0.08
H (-1.918, -17.405, -5.201)  0.18
H (-8.099, -14.446, -1.913)  0.08
H (-12.800, -8.853, -8.504)  0.16
H (-8.159, -7.471, -1.247)  0.09
H (-9.778, -13.839, -2.411)  0.10
H (2.123, -8.433, -1.231)  0.16
H (-0.083, -7.858, 0.556)  0.14
H (-6.616, -19.444, 2.006)  0.16
H (-5.677, -8.122, 0.129)  0.13
H (-1.572, -19.763, -4.663)  0.10
H (-8.963, -15.775, -0.139)  0.12
H (-4.225, -10.952, 1.770)  0.10
H (-13.953, -5.568, -9.173)  0.09
H (2.703, -14.234, -8.527)  0.10

Results
Total charge: +7
Relative energy (zero: lowest compared OMol25 entry of this formula, charge and spin): 0.0868 eV
Strongest force on any atom: 3.330 eV Å⁻¹
Energy: -3275.469545 Eh
Gap between HOMO and LUMO: 7.5197 eV